(1)
# C5H10N5

An isolated ion of composition C5H10N5 and charge +1 at a distorted geometry (the ωB97M-V functional and the def2-TZVPD basis, OMol25).

## Properties
- Energy relative to the best compared isomer or geometry (same formula, charge and spin): 206.1 kJ/mol
- E: -469.97131 hartree
- E_HOMO: -12.8 eV
- Strongest force on any atom: 3.983 eV Å⁻¹
- Net charge: +1
- HOMO-LUMO gap: 8.493 eV

XYZ file:
```
20
C5H10N5 the ωB97M-V functional and the def2-TZVPD basis
C 2.00147 1.23375 -0.35303
C -0.63970 -1.02699 -0.88722
C 1.54282 -0.96587 0.29375
C -0.35351 0.29856 0.96713
C -2.59662 0.10415 -0.05567
N 2.43228 -0.05749 -0.11323
N 0.80381 1.59830 -0.40692
N 0.71891 -0.40779 1.35800
N -1.18341 -0.22984 0.05863
N 0.58029 -1.41934 -0.82276
H 2.78207 1.95557 -0.49574
H -1.36667 -1.17655 -1.72905
H 1.98391 -1.99886 0.50310
H -0.80764 1.20269 1.51689
H -3.20194 -0.74621 -0.32455
H -2.87458 0.34519 0.99113
H -2.85366 0.81002 -0.85305
H 0.51573 2.54469 -0.46824
H 1.33872 0.03271 2.11800
H 1.17772 -2.09669 -1.29716
```


(2)
# C5H10N5

C5H10N5 as an isolated structure at a distorted geometry (the ωB97M-V functional and the def2-TZVPD basis, OMol25).

## Properties
- Spin multiplicity: 3
- Energy relative to the best compared isomer or geometry (same formula, charge and spin): 8.7 kJ/mol
- E: -469.90114 hartree
- E_HOMO (alpha / beta): -8.0 / -13.7 eV
- Strongest force on any atom: 8.367 eV Å⁻¹
- Net charge: +1
- HOMO-LUMO gap (alpha / beta): 5.538 / 8.012 eV

XYZ file:
```
20
C5H10N5 the ωB97M-V functional and the def2-TZVPD basis
C 0.24210 -0.55735 -1.24475
C -0.76351 0.17655 -0.77179
C -0.73944 0.78734 1.12805
C -2.65371 1.46832 -0.12924
C 2.34472 -1.55200 -0.65024
N 1.28937 -0.85363 -0.37334
N -1.92629 0.70257 -1.12405
N -1.89745 1.41840 1.10614
N 3.31405 -1.79641 0.22913
N 0.24652 0.47182 1.81628
H 0.30962 -0.93274 -2.25624
H -2.76989 2.51157 -0.46191
H -3.65599 1.03705 0.02187
H 2.46108 -1.95975 -1.64782
H -2.31368 0.64920 -2.05400
H -2.29481 1.87597 1.91448
H 4.11379 -2.34810 -0.02803
H 3.26425 -1.43275 1.16966
H 0.29095 0.78067 2.78231
H 1.13832 -0.44673 0.57349
```


(3)
# C5H10NO

A 2-piece molecular cluster, C5H10NO overall at a distorted geometry (the ωB97M-V functional and the def2-TZVPD basis, OMol25).

## Properties
- Energy relative to the best compared isomer or geometry (same formula, charge and spin): 715.0 kJ/mol
- E: -326.21297 hartree
- E_HOMO: -2.7 eV
- Strongest force on any atom: 6.241 eV Å⁻¹
- Net charge: -1
- HOMO-LUMO gap: 4.228 eV

XYZ file:
```
17
C5H10NO the ωB97M-V functional and the def2-TZVPD basis
C 2.14544 2.00968 0.60565
O 2.94215 2.49383 -0.36454
C 1.48026 0.62729 0.31174
C 0.74629 -0.40187 1.16909
C -1.75783 -1.03529 -0.04809
C -3.06472 -2.27653 -1.45672
N -2.93690 -1.57705 -0.34015
H 2.70410 1.90219 1.56966
H 1.31193 2.72922 0.68354
H 1.87199 0.25641 -0.64938
H 0.36785 0.86110 0.28109
H 0.84048 -0.12774 2.25067
H 1.31017 -1.34098 1.12567
H -0.90516 -1.38897 -0.62209
H -1.66145 -0.50354 0.89844
H -2.16747 -2.53256 -2.01985
H -4.02982 -2.77636 -1.54657
```


(4)
# C5H10NO

A 2-piece molecular cluster, C5H10NO overall at a distorted geometry (the ωB97M-V functional and the def2-TZVPD basis, OMol25).

## Properties
- Energy relative to the best compared isomer or geometry (same formula, charge and spin): 474.6 kJ/mol
- E: -326.30455 hartree
- E_HOMO (alpha / beta): -1.6 / -2.2 eV
- Strongest force on any atom: 4.511 eV Å⁻¹
- Net charge: -1
- HOMO-LUMO gap (alpha / beta): 5.753 / 6.496 eV

XYZ file:
```
17
C5H10NO the ωB97M-V functional and the def2-TZVPD basis
C -1.21049 -1.00201 -0.11838
C -0.62961 0.04603 -0.65105
C -1.43179 -1.40872 1.28296
C -0.30589 0.45474 -1.97268
C 1.77634 0.81890 1.02290
N 0.84713 1.81756 0.52381
O 1.16412 2.49937 -0.49347
H -1.47501 -1.92356 -0.84641
H -1.00574 -2.40349 1.57172
H -2.54151 -1.23376 1.47536
H -0.81293 -0.70626 1.88154
H 0.39260 -0.39774 -2.36013
H 0.32736 1.28909 -1.97066
H -1.03015 0.68563 -2.64904
H 2.12820 0.26852 0.13632
H 2.61531 1.24529 1.65666
H 1.19206 -0.04960 1.51056
```


(5)
# C5H10NO

An isolated ion of composition C5H10NO and charge -1 at a distorted geometry (the ωB97M-V functional and the def2-TZVPD basis, OMol25).

## Properties
- Structure (SMILES): [O-]C[C@H]1CCCN1
- Energy relative to the best compared isomer or geometry (same formula, charge and spin): 175.5 kJ/mol
- E: -326.41847 hartree
- E_HOMO: -2.1 eV
- Strongest force on any atom: 4.214 eV Å⁻¹
- Net charge: -1
- HOMO-LUMO gap: 5.972 eV

XYZ file:
```
17
C5H10NO the ωB97M-V functional and the def2-TZVPD basis
O -1.10240 0.90451 2.04945
C -0.33866 1.18993 0.92964
C 0.64516 0.06225 0.51237
C -0.13869 -1.28203 0.33949
C -0.80965 -0.70544 -1.00862
C 0.41407 -0.40349 -1.87473
N 1.22256 0.33965 -0.81967
H -0.84013 1.68438 0.11484
H 0.53150 1.91246 1.10350
H 1.37810 -0.00877 1.32253
H 0.69852 -1.98093 0.19132
H -0.73846 -1.75175 1.24280
H -1.43390 -1.38205 -1.61556
H -1.46218 0.08534 -0.76572
H 1.02337 -1.45041 -2.01656
H 0.34914 0.26088 -2.72106
H 2.12194 -0.15023 -0.90297
```


(6)
# C5H10NO

An isolated ion of composition C5H10NO and charge -1 at a distorted geometry (the ωB97M-V functional and the def2-TZVPD basis, OMol25).

## Properties
- Structure (SMILES): C=CC[C@@H](N)C[O-]
- Energy relative to the best compared isomer or geometry (same formula, charge and spin): 168.3 kJ/mol
- E: -326.42120 hartree
- E_HOMO: -2.4 eV
- Strongest force on any atom: 5.771 eV Å⁻¹
- Net charge: -1
- HOMO-LUMO gap: 6.219 eV

XYZ file:
```
17
C5H10NO the ωB97M-V functional and the def2-TZVPD basis
C 0.47312 -2.51226 1.36376
C 0.54238 -1.76899 0.25198
C -0.37023 -0.64980 -0.20969
C 0.25037 0.78150 0.02833
N 1.16534 1.22563 -1.05301
C -1.03942 1.73470 -0.10335
O -0.93434 2.88560 -0.77761
H -0.47764 -2.64224 2.03842
H 1.21571 -3.14403 1.49307
H 1.36502 -1.85502 -0.29767
H -1.33951 -0.51783 0.40359
H -0.63139 -0.70664 -1.28198
H 0.90568 0.86859 0.88030
H 0.81835 0.90808 -1.92938
H 1.10341 2.26933 -1.17789
H -1.70629 1.11935 -0.61278
H -1.34055 2.00404 0.98392
```


(7)
# C5H10NO

An isolated ion of composition C5H10NO and charge +1 at a distorted geometry (the ωB97M-V functional and the def2-TZVPD basis, OMol25).

## Properties
- Structure (SMILES): C=[N+]=CCOCC
- Energy relative to the best compared isomer or geometry (same formula, charge and spin): 403.3 kJ/mol
- E: -326.12822 hartree
- E_HOMO: -14.3 eV
- Strongest force on any atom: 3.867 eV Å⁻¹
- Net charge: +1
- HOMO-LUMO gap: 9.339 eV

XYZ file:
```
17
C5H10NO the ωB97M-V functional and the def2-TZVPD basis
C 2.26224 -1.83378 1.60504
N 1.11601 -2.04312 1.11475
C 0.02126 -2.03695 0.60580
C -0.59269 -0.97680 -0.60052
O -1.14590 -0.02189 0.13806
C -0.44169 1.21990 0.16283
C -0.39277 1.65663 -1.29659
H 2.44038 -0.99663 2.31819
H 3.07849 -2.56972 1.31953
H -0.75691 -2.63526 1.03302
H -1.40931 -1.68824 -0.90925
H 0.11375 -0.70733 -1.46262
H -0.91509 1.83382 0.90813
H 0.53429 0.97715 0.63283
H 0.64522 1.47384 -1.85224
H -1.21409 1.10680 -1.92289
H -0.42629 2.77213 -1.37640
```


(8)
# C5H10NO

An isolated ion of composition C5H10NO and charge +1 at a distorted geometry (the ωB97M-V functional and the def2-TZVPD basis, OMol25).

## Properties
- Energy relative to the best compared isomer or geometry (same formula, charge and spin): 524.4 kJ/mol
- E: -326.08208 hartree
- E_HOMO (alpha / beta): -11.4 / -12.3 eV
- Strongest force on any atom: 5.064 eV Å⁻¹
- Net charge: +1
- HOMO-LUMO gap (alpha / beta): 6.400 / 7.871 eV

XYZ file:
```
17
C5H10NO the ωB97M-V functional and the def2-TZVPD basis
C 3.33326 -0.06043 1.32883
C 2.15062 0.55506 0.86513
C 1.42898 -0.02927 -0.21998
C -0.66241 0.17484 -1.49669
C -2.55975 -0.43513 0.17124
N -2.06953 0.39736 -0.99882
O 0.21966 0.44130 -0.40949
H 3.79572 0.24273 2.36414
H 3.84601 -0.79410 0.83876
H 1.79750 1.34796 1.42774
H 1.94004 -0.82537 -0.86447
H -0.64180 -0.80013 -1.87088
H -3.10575 -1.31163 -0.14537
H -1.57989 -0.87838 0.65175
H -3.09431 0.22680 0.95811
H -2.08605 1.46053 -0.85941
H -2.71229 0.28784 -1.74059
```


(9)
# C5H10NO

An isolated ion of composition C5H10NO and charge +1 at a distorted geometry (the ωB97M-V functional and the def2-TZVPD basis, OMol25).

## Properties
- Structure (SMILES): CC(=O)[C@@]1(C)C[NH2+]1
- Energy relative to the best compared isomer or geometry (same formula, charge and spin): 254.2 kJ/mol
- E: -326.18498 hartree
- E_HOMO: -15.0 eV
- Strongest force on any atom: 5.025 eV Å⁻¹
- Net charge: +1
- HOMO-LUMO gap: 11.341 eV

XYZ file:
```
17
C5H10NO the ωB97M-V functional and the def2-TZVPD basis
C 2.03607 1.04032 -0.37595
C 1.19880 -0.08349 0.04245
O 1.59248 -1.15838 0.46738
C -0.32549 -0.14068 -0.03220
C -1.15086 1.14640 0.65812
C -1.04094 -1.12146 -0.91650
N -0.79240 -1.51669 0.43910
H 1.88599 1.21911 -1.49785
H 3.12628 0.95061 0.06362
H 1.64572 2.00683 -0.00740
H -2.14875 0.86859 1.19552
H -1.44758 1.68856 -0.22977
H -0.43946 1.64165 1.26869
H -2.11715 -1.14424 -1.02924
H -0.55422 -1.56681 -1.74793
H -1.56597 -1.78075 1.03478
H 0.09749 -2.04957 0.66719
```


(10)
# C5H10NO

A 2-piece molecular cluster, C5H10NO overall at a distorted geometry (the ωB97M-V functional and the def2-TZVPD basis, OMol25).

## Properties
- Energy relative to the best compared isomer or geometry (same formula, charge and spin): 308.7 kJ/mol
- E: -326.16422 hartree
- E_HOMO: -12.7 eV
- Strongest force on any atom: 1.185 eV Å⁻¹
- Net charge: +1
- HOMO-LUMO gap: 7.338 eV

XYZ file:
```
17
C5H10NO the ωB97M-V functional and the def2-TZVPD basis
C -0.51886 -2.38582 -2.01445
C -1.21811 -1.61191 -1.19527
O -0.97538 -1.62610 0.17091
H -0.41105 -2.18535 -3.07053
H 0.06265 -3.19925 -1.59630
H -1.86937 -0.84958 -1.61420
H -1.73578 -2.01458 0.62322
C 0.10716 1.38919 0.33755
C 0.49641 1.13019 -0.90598
C 0.86985 1.67791 2.58556
N 1.09761 1.51452 1.33744
H -0.89478 1.49905 0.72334
H 1.55625 0.96050 -1.05778
H -0.20952 0.85303 -1.66967
H 1.70298 1.71488 3.27445
H -0.13712 1.76334 2.97150
H 2.07706 1.37001 1.10020
```


(11)
# C5H10NO

An isolated ion of composition C5H10NO and charge +1 at a distorted geometry (the ωB97M-V functional and the def2-TZVPD basis, OMol25).

## Properties
- Spin multiplicity: 3
- Energy relative to the best compared isomer or geometry (same formula, charge and spin): 299.0 kJ/mol
- E: -326.00741 hartree
- E_HOMO (alpha / beta): -10.4 / -14.4 eV
- Strongest force on any atom: 6.077 eV Å⁻¹
- Net charge: +1
- HOMO-LUMO gap (alpha / beta): 6.919 / 7.977 eV

XYZ file:
```
17
C5H10NO the ωB97M-V functional and the def2-TZVPD basis
C -0.64902 -1.29272 -0.36684
C 0.69913 -1.32246 -0.51692
C 0.56345 0.26392 1.40502
C -1.28825 -0.18939 0.42622
C 1.30893 -0.07561 0.11732
N -1.31596 1.00563 -0.33625
O 1.21876 0.98626 -0.78732
H -1.16385 -2.07068 -0.84126
H 1.32584 -1.98320 -0.96692
H 0.64913 1.30134 1.75636
H 0.61773 -0.44776 2.25091
H -2.10239 -0.62036 0.97277
H 2.35192 -0.28122 0.38092
H -1.82051 1.86520 0.11480
H -1.81457 0.69518 -1.30069
H -0.21318 1.29620 -0.63545
H 1.63285 0.86965 -1.67268
```


(12)
# C5H10NO2

C5H10NO2 as an isolated structure at a distorted geometry (the ωB97M-V functional and the def2-TZVPD basis, OMol25).

## Properties
- Energy relative to the best compared isomer or geometry (same formula, charge and spin): 412.8 kJ/mol
- E: -401.66960 hartree
- E_HOMO: -2.5 eV
- Strongest force on any atom: 3.440 eV Å⁻¹
- Net charge: -1
- HOMO-LUMO gap: 6.075 eV

XYZ file:
```
18
C5H10NO2 the ωB97M-V functional and the def2-TZVPD basis
C 0.94067 -0.72559 0.55756
C -0.06012 0.15645 -0.22957
C -0.36859 1.38877 0.62376
C 0.62926 2.49869 0.44728
O 1.82318 2.44982 0.32569
N -1.25416 -0.52133 -0.72274
C -1.07591 -2.00167 -1.05054
O -0.86656 -2.79985 -0.01935
H 0.49708 -1.09894 1.47892
H 1.28463 -1.59255 -0.00420
H 1.83029 -0.15846 0.84895
H 0.52415 0.47537 -1.10009
H -1.40512 1.67071 0.72049
H 0.12876 3.45931 0.72353
H 0.35284 1.54742 1.49459
H -1.90841 -0.49792 0.03366
H -0.20977 -2.03688 -1.75398
H -2.02493 -2.19689 -1.60319
```


(13)
# C5H10NO2

An isolated ion of composition C5H10NO2 and charge -1 at a distorted geometry (the ωB97M-V functional and the def2-TZVPD basis, OMol25).

## Properties
- Structure (SMILES): N[C@@H]1CCCO[C@@H]1[O-]
- Energy relative to the best compared isomer or geometry (same formula, charge and spin): 221.5 kJ/mol
- E: -401.74245 hartree
- E_HOMO: -2.9 eV
- Strongest force on any atom: 1.250 eV Å⁻¹
- Net charge: -1
- HOMO-LUMO gap: 6.916 eV

XYZ file:
```
18
C5H10NO2 the ωB97M-V functional and the def2-TZVPD basis
N -1.58891 0.80304 -0.50227
C -0.18695 0.83508 -0.83610
C 0.41441 -0.52638 -1.15082
C 0.02393 -1.49755 -0.02505
C 0.23989 -0.78698 1.36087
O 1.03012 0.36284 1.26752
C 0.65445 1.48755 0.29291
O 0.06828 2.50274 0.85038
H -1.76963 1.34837 0.33532
H -1.97726 -0.12245 -0.41631
H -0.02266 1.55468 -1.64121
H 1.50076 -0.46965 -1.14687
H 0.08021 -0.91455 -2.12690
H 0.68519 -2.35748 0.02410
H -0.99194 -1.86814 -0.15217
H 0.83882 -1.47542 1.97358
H -0.66450 -0.59890 1.96796
H 1.66579 1.72319 -0.07493
```


(14)
# C5H10NO2

An isolated ion of composition C5H10NO2 and charge -1 at a distorted geometry (the ωB97M-V functional and the def2-TZVPD basis, OMol25).

## Properties
- Structure (SMILES): NCCCCC(=O)[O-]
- Energy relative to the best compared isomer or geometry (same formula, charge and spin): 56.1 kJ/mol
- E: -401.80545 hartree
- E_HOMO: -3.9 eV
- Strongest force on any atom: 1.286 eV Å⁻¹
- Net charge: -1
- HOMO-LUMO gap: 7.485 eV

XYZ file:
```
18
C5H10NO2 the ωB97M-V functional and the def2-TZVPD basis
N 3.52646 -0.33831 -0.32411
C 2.29163 -1.12346 -0.11882
C 1.19092 -0.28471 0.48080
C 0.35360 0.53490 -0.53142
C -1.03050 -0.02991 -0.76486
C -2.07467 0.41906 0.27645
O -1.69751 1.21472 1.16745
O -3.21029 -0.07274 0.10990
H 3.25169 0.54806 -0.73915
H 4.10436 -0.78177 -1.03956
H 1.97360 -1.69960 -1.00144
H 2.52834 -1.92680 0.59277
H 0.49484 -0.94515 1.00631
H 1.54944 0.34682 1.29425
H 0.93134 0.58627 -1.46303
H 0.32036 1.56413 -0.16252
H -0.95544 -1.11189 -0.68092
H -1.37065 0.25602 -1.75484
```